(1)
{
  "formula": "C43H46BBrCl2N7O2S2Zr",
  "method": "ωB97M-V with the def2-TZVPD basis set",
  "symbols": ["Zr", "C", "C", "C", "C", "C", "C", "N", "N", "B", "N", "C", "C", "C", "N", "C", "C", "C", "N", "C", "C", "C", "N", "C", "C", "C", "H", "H", "H", "H", "H", "H", "H", "H", "H", "H", "H", "H", "H", "H", "H", "H", "H", "H", "H", "H", "H", "H", "H", "H", "H", "H", "H", "H", "Cl", "C", "C", "C", "C", "C", "Cl", "C", "S", "H", "H", "H", "N", "S", "C", "C", "C", "C", "C", "C", "C", "C", "C", "C", "C", "C", "H", "H", "H", "H", "H", "H", "H", "H", "H", "H", "H", "Br", "C", "C", "C", "C", "C", "C", "C", "O", "O", "H", "H", "H", "H"],
  "xyz": [[0.60, 0.76, -0.52], [1.17, 3.45, 4.47], [1.00, 2.49, 3.30], [-0.17, 1.53, 3.56], [0.82, 3.21, 2.00], [0.74, 4.60, 1.83], [0.65, 4.80, 0.47], [0.67, 3.60, -0.13], [0.77, 2.61, 0.80], [0.63, 3.32, -1.63], [1.93, 2.56, -1.97], [2.76, 2.84, -2.98], [4.00, 2.34, -2.68], [3.86, 1.76, -1.41], [2.59, 1.85, -1.01], [5.02, 1.35, -0.54], [4.85, 1.95, 0.87], [5.23, -0.16, -0.50], [-0.65, 2.49, -1.89], [-1.41, 2.48, -3.00], [-2.70, 2.16, -2.64], [-2.66, 1.99, -1.25], [-1.41, 2.16, -0.81], [-3.82, 1.78, -0.32], [-3.49, 2.34, 1.06], [-4.24, 0.30, -0.29], [1.34, 2.88, 5.38], [0.29, 4.06, 4.62], [2.03, 4.10, 4.32], [1.91, 1.89, 3.22], [-1.08, 2.11, 3.77], [0.04, 0.91, 4.43], [-0.34, 0.89, 2.70], [0.75, 5.34, 2.59], [0.57, 5.71, -0.09], [0.59, 4.32, -2.26], [2.42, 3.39, -3.84], [4.89, 2.39, -3.27], [5.91, 1.81, -0.98], [4.06, 1.45, 1.42], [4.62, 3.01, 0.80], [5.78, 1.84, 1.43], [4.32, -0.67, -0.21], [6.02, -0.41, 0.20], [5.52, -0.52, -1.49], [-1.00, 2.71, -3.96], [-3.55, 2.08, -3.29], [-4.67, 2.34, -0.73], [-2.53, 1.96, 1.42], [-4.27, 2.09, 1.78], [-3.42, 3.42, 1.01], [-3.48, -0.32, 0.17], [-4.41, -0.06, -1.30], [-5.17, 0.19, 0.27], [2.09, -0.06, 1.67], [2.85, -1.62, 1.55], [3.64, -2.11, 2.57], [4.30, -3.32, 2.39], [4.17, -4.01, 1.20], [3.37, -3.51, 0.19], [3.23, -4.38, -1.29], [2.69, -2.29, 0.33], [1.76, -1.58, -0.96], [3.74, -1.55, 3.48], [4.93, -3.70, 3.18], [4.71, -4.93, 1.04], [-0.63, -0.29, 0.93], [-0.55, -1.88, 1.20], [-1.60, -2.11, 2.68], [-2.40, -1.08, 3.15], [-3.20, -1.29, 4.26], [-3.22, -2.52, 4.88], [-2.41, -3.55, 4.41], [-1.59, -3.34, 3.31], [-1.65, -2.76, 0.02], [-3.01, -2.88, 0.27], [-3.80, -3.59, -0.62], [-3.25, -4.17, -1.75], [-1.89, -4.02, -2.00], [-1.09, -3.32, -1.11], [-1.59, 0.00, 0.75], [-2.40, -0.11, 2.67], [-3.83, -0.49, 4.62], [-3.86, -2.69, 5.73], [-2.41, -4.51, 4.90], [-0.96, -4.13, 2.94], [-3.45, -2.46, 1.15], [-4.86, -3.68, -0.43], [-3.87, -4.74, -2.42], [-1.45, -4.45, -2.88], [-0.03, -3.22, -1.30], [-4.43, -2.53, -5.02], [-2.62, -1.98, -5.01], [-1.80, -2.25, -6.10], [-0.47, -1.85, -6.07], [0.03, -1.19, -4.96], [-0.80, -0.93, -3.87], [-2.13, -1.32, -3.89], [-0.28, -0.27, -2.67], [0.82, 0.34, -2.64], [-0.95, -0.32, -1.59], [-2.20, -2.76, -6.95], [0.16, -2.06, -6.91], [1.07, -0.88, -4.91], [-2.76, -1.11, -3.04]],
  "e_above_lowest_kj_mol": 147.7,
  "homo_ev": -10.26,
  "homo_lumo_gap_ev": 7.71,
  "total_charge": 1
}

***

(2)
{
  "formula": "C43H46BrCrN2OP2S",
  "method": "ωB97M-V with the def2-TZVPD basis set",
  "symbols": ["Cr", "C", "C", "C", "C", "C", "C", "C", "Br", "C", "O", "C", "C", "C", "C", "C", "C", "H", "H", "H", "H", "H", "H", "H", "H", "H", "H", "H", "H", "H", "H", "H", "H", "H", "H", "H", "H", "C", "P", "C", "C", "C", "C", "C", "C", "C", "C", "C", "C", "C", "C", "P", "C", "C", "C", "C", "C", "C", "C", "C", "C", "C", "C", "C", "H", "H", "H", "H", "H", "H", "H", "H", "H", "H", "H", "H", "H", "H", "H", "H", "H", "H", "H", "H", "H", "H", "S", "C", "N", "C", "C", "C", "N", "H", "H", "H", "H"],
  "xyz": [[0.83, -1.53, -1.41], [6.75, 3.14, -1.54], [5.79, 3.34, -0.36], [6.44, 2.80, 0.92], [5.54, 4.84, -0.19], [4.50, 2.57, -0.64], [4.54, 1.18, -0.79], [3.37, 0.52, -1.03], [3.41, -1.38, -1.28], [2.10, 1.11, -1.15], [1.03, 0.34, -1.31], [2.06, 2.51, -1.08], [3.26, 3.18, -0.80], [0.82, 3.38, -1.30], [0.42, 4.03, 0.03], [1.15, 4.47, -2.32], [-0.40, 2.63, -1.84], [7.67, 3.70, -1.37], [6.30, 3.49, -2.47], [7.02, 2.09, -1.67], [7.35, 3.36, 1.14], [6.71, 1.75, 0.82], [5.76, 2.90, 1.77], [6.48, 5.34, 0.03], [4.85, 5.04, 0.64], [5.13, 5.29, -1.09], [5.47, 0.63, -0.71], [3.21, 4.25, -0.71], [1.23, 4.65, 0.43], [0.18, 3.28, 0.78], [-0.46, 4.66, -0.11], [1.93, 5.15, -1.99], [0.26, 5.08, -2.51], [1.47, 4.03, -3.27], [-0.77, 1.88, -1.15], [-0.19, 2.14, -2.80], [-1.20, 3.36, -2.01], [-3.01, -1.48, -0.29], [-1.24, -1.90, -0.04], [-0.88, -1.21, 1.61], [-1.59, -1.62, 2.74], [-1.36, -1.03, 3.96], [-0.42, 0.00, 4.07], [0.27, 0.43, 2.96], [0.05, -0.18, 1.72], [-1.34, -3.71, 0.24], [-0.75, -4.32, 1.35], [-0.80, -5.70, 1.52], [-1.43, -6.49, 0.57], [-1.99, -5.90, -0.56], [-1.95, -4.52, -0.71], [-3.49, 0.13, -1.06], [-3.32, 1.32, 0.32], [-3.40, 0.98, 1.67], [-3.31, 1.96, 2.65], [-3.17, 3.30, 2.29], [-3.11, 3.64, 0.95], [-3.17, 2.66, -0.03], [-5.32, -0.09, -1.04], [-5.95, -1.33, -1.10], [-7.34, -1.42, -1.13], [-8.11, -0.27, -1.11], [-7.48, 0.97, -1.06], [-6.10, 1.06, -1.03], [-3.52, -1.67, 0.66], [-3.38, -2.24, -0.99], [-2.33, -2.41, 2.66], [-1.91, -1.35, 4.83], [-0.25, 0.47, 5.03], [0.99, 1.23, 3.03], [0.57, 0.19, 0.85], [-0.25, -3.72, 2.10], [-0.38, -6.14, 2.41], [-1.49, -7.56, 0.71], [-2.48, -6.51, -1.31], [-2.37, -4.09, -1.61], [-3.55, -0.04, 1.97], [-3.37, 1.68, 3.69], [-3.11, 4.06, 3.05], [-3.00, 4.68, 0.66], [-3.11, 2.93, -1.07], [-5.39, -2.25, -1.13], [-7.81, -2.39, -1.17], [-9.19, -0.33, -1.12], [-8.07, 1.88, -1.06], [-5.64, 2.03, -1.00], [0.92, -3.74, -2.44], [1.99, -4.71, -1.54], [1.44, -5.74, -0.83], [2.17, -6.63, -0.14], [3.53, -6.50, -0.13], [4.05, -5.41, -0.85], [3.31, -4.55, -1.52], [0.42, -5.81, -0.83], [1.63, -7.41, 0.38], [4.16, -7.20, 0.40], [5.12, -5.23, -0.87]],
  "e_above_lowest_kj_mol": 0.0,
  "homo_ev": [-9.87, -10.06],
  "spin_multiplicity": 5,
  "homo_lumo_gap_ev": [6.35, 6.55],
  "total_charge": 1
}

***

(3)
{
  "formula": "C43H46Cl5HfN3O",
  "method": "ωB97M-V with the def2-TZVPD basis set",
  "symbols": ["Hf", "O", "C", "C", "C", "C", "C", "C", "N", "H", "H", "H", "H", "H", "H", "H", "C", "C", "C", "C", "C", "C", "C", "C", "C", "C", "C", "C", "N", "C", "C", "C", "C", "C", "C", "C", "N", "C", "C", "C", "C", "C", "C", "C", "C", "C", "C", "C", "C", "H", "H", "H", "H", "H", "H", "H", "H", "H", "H", "H", "H", "H", "H", "H", "H", "H", "H", "H", "H", "H", "H", "H", "H", "H", "H", "H", "H", "H", "H", "H", "H", "H", "H", "H", "H", "H", "H", "H", "Cl", "C", "C", "C", "Cl", "C", "Cl", "C", "Cl", "C", "Cl"],
  "xyz": [[-0.04, -0.89, 0.55], [0.51, -0.51, 2.74], [1.85, -0.74, 3.24], [2.75, -0.72, 2.06], [4.19, -0.54, 2.25], [4.99, -0.55, 1.18], [4.48, -0.86, -0.19], [2.96, -1.03, -0.28], [2.17, -0.90, 0.95], [-0.12, -0.40, 3.47], [1.91, -1.73, 3.70], [2.10, 0.02, 3.98], [4.55, -0.36, 3.25], [6.05, -0.36, 1.30], [5.03, -1.72, -0.57], [2.66, -1.96, -0.75], [2.92, 0.10, -3.76], [2.05, 0.12, -2.51], [1.12, -1.08, -2.55], [2.85, 0.25, -1.17], [4.41, 0.32, -1.22], [5.03, 1.61, -0.81], [4.34, 2.51, -0.12], [2.91, 2.34, 0.23], [2.32, 3.34, 1.22], [2.55, 2.82, 2.65], [2.88, 4.75, 1.07], [2.25, 1.31, -0.31], [0.81, 1.11, -0.11], [0.16, 2.17, -0.53], [-1.21, 2.48, -0.47], [-1.52, 3.81, -0.86], [-2.81, 4.27, -0.84], [-3.80, 3.37, -0.44], [-3.52, 2.07, -0.10], [-2.21, 1.57, -0.10], [-1.92, 0.22, 0.18], [-3.19, -0.51, 0.02], [-4.01, -0.84, 1.11], [-5.21, -1.51, 0.84], [-5.60, -1.81, -0.45], [-4.79, -1.45, -1.51], [-3.58, -0.80, -1.30], [-2.74, -0.45, -2.51], [-3.48, 0.53, -3.43], [-2.34, -1.70, -3.30], [-3.77, -0.53, 2.58], [-4.18, 0.89, 2.96], [-2.35, -0.79, 3.07], [2.29, 0.17, -4.65], [3.50, -0.81, -3.84], [3.60, 0.95, -3.79], [1.42, 1.01, -2.58], [1.64, -2.03, -2.63], [0.39, -1.01, -3.36], [0.47, -1.21, -1.64], [4.81, -0.01, -2.17], [6.06, 1.79, -1.07], [4.82, 3.43, 0.18], [1.24, 3.41, 1.08], [3.60, 2.60, 2.82], [1.97, 1.92, 2.82], [2.24, 3.57, 3.38], [3.90, 4.83, 1.43], [2.28, 5.45, 1.65], [2.87, 5.09, 0.03], [0.79, 2.95, -0.96], [-0.71, 4.46, -1.15], [-3.05, 5.28, -1.12], [-4.83, 3.70, -0.40], [-4.34, 1.43, 0.18], [-5.85, -1.78, 1.67], [-6.54, -2.32, -0.63], [-5.09, -1.68, -2.52], [-1.82, 0.05, -2.18], [-4.35, 0.06, -3.88], [-2.83, 0.86, -4.24], [-3.82, 1.42, -2.89], [-3.22, -2.27, -3.61], [-1.70, -2.37, -2.73], [-1.81, -1.41, -4.21], [-4.42, -1.21, 3.12], [-3.50, 1.63, 2.54], [-4.18, 1.01, 4.04], [-5.19, 1.12, 2.61], [-1.74, 0.07, 2.79], [-1.94, -1.73, 2.69], [-2.33, -0.86, 4.17], [-1.93, -2.85, 0.04], [-0.56, -3.92, 0.26], [0.58, -3.24, 0.62], [1.66, -4.12, 0.84], [3.22, -3.61, 1.44], [1.56, -5.51, 0.65], [2.90, -6.54, 0.91], [0.36, -6.09, 0.24], [0.23, -7.77, -0.01], [-0.75, -5.27, 0.05], [-2.27, -5.90, -0.42]],
  "e_above_lowest_kj_mol": 266.1,
  "homo_ev": -13.37,
  "homo_lumo_gap_ev": 6.84,
  "total_charge": 2
}

***

(4)
{
  "formula": "C43H46FN4",
  "method": "ωB97M-V with the def2-TZVPD basis set",
  "symbols": ["C", "N", "C", "C", "C", "C", "C", "C", "C", "C", "C", "C", "C", "C", "C", "N", "C", "C", "C", "C", "C", "C", "C", "H", "H", "H", "H", "H", "H", "H", "H", "H", "H", "H", "H", "H", "H", "H", "H", "H", "H", "H", "H", "H", "H", "H", "H", "H", "F", "C", "C", "C", "C", "C", "C", "C", "C", "C", "C", "C", "C", "C", "C", "C", "C", "C", "N", "C", "C", "C", "N", "C", "C", "H", "H", "H", "H", "H", "H", "H", "H", "H", "H", "H", "H", "H", "H", "H", "H", "H", "H", "H", "H", "H"],
  "xyz": [[4.64, -2.19, 3.49], [4.67, -0.75, 3.62], [5.76, -0.09, 2.95], [5.91, 1.34, 3.42], [4.58, 2.07, 3.31], [3.44, 1.30, 3.89], [3.60, -0.09, 4.15], [2.57, -0.77, 4.85], [1.34, -0.18, 5.05], [1.07, 1.13, 4.56], [-0.22, 1.75, 4.54], [-1.44, 1.13, 4.21], [-2.62, 1.91, 4.03], [-3.87, 1.34, 3.89], [-3.96, -0.06, 3.64], [-5.15, -0.61, 3.26], [-5.18, -1.86, 2.53], [-6.35, 0.18, 3.14], [-6.36, 1.35, 4.11], [-5.10, 2.19, 3.90], [-2.78, -0.85, 3.69], [-1.56, -0.28, 3.96], [2.18, 1.86, 4.04], [3.83, -2.54, 2.83], [5.60, -2.53, 3.09], [4.49, -2.64, 4.47], [6.66, -0.68, 3.15], [5.61, -0.09, 1.85], [6.28, 1.36, 4.45], [6.66, 1.81, 2.78], [4.66, 3.04, 3.81], [4.37, 2.29, 2.25], [2.72, -1.81, 5.13], [0.57, -0.73, 5.59], [-0.22, 2.84, 4.49], [-2.52, 3.00, 3.97], [-4.55, -2.60, 3.00], [-6.21, -2.23, 2.53], [-4.85, -1.73, 1.49], [-6.45, 0.57, 2.12], [-7.20, -0.49, 3.33], [-7.26, 1.95, 3.95], [-6.38, 0.98, 5.15], [-5.02, 2.94, 4.69], [-5.19, 2.75, 2.95], [-2.83, -1.92, 3.49], [-0.66, -0.90, 3.98], [2.00, 2.88, 3.68], [-3.18, 5.58, 3.78], [-2.55, 6.17, 4.93], [-2.39, 7.68, 4.68], [-2.73, 8.27, 3.47], [-2.50, 9.64, 3.29], [-1.94, 10.40, 4.31], [-1.58, 9.79, 5.52], [-1.79, 8.42, 5.69], [-3.41, 5.81, 6.14], [-4.07, 6.77, 6.90], [-4.87, 6.38, 7.99], [-5.11, 5.02, 8.22], [-4.47, 4.06, 7.44], [-3.61, 4.45, 6.41], [-1.13, 5.56, 5.00], [-0.22, 6.04, 3.86], [0.82, 6.96, 4.49], [0.91, 6.53, 5.94], [-0.40, 5.88, 6.26], [-0.31, 4.80, 7.17], [0.44, 3.66, 6.82], [0.01, 2.43, 7.34], [-1.10, 2.35, 8.08], [-1.51, 3.45, 8.73], [-1.13, 4.73, 8.31], [-3.17, 7.68, 2.67], [-2.76, 10.09, 2.33], [-1.78, 11.47, 4.17], [-1.13, 10.37, 6.33], [-1.49, 7.91, 6.61], [-3.96, 7.83, 6.66], [-5.32, 7.14, 8.62], [-5.78, 4.71, 9.02], [-4.63, 2.99, 7.61], [-3.09, 3.70, 5.82], [-1.27, 4.46, 4.96], [0.28, 5.14, 3.47], [-0.77, 6.51, 3.04], [1.79, 6.85, 3.99], [0.52, 8.02, 4.42], [1.74, 5.81, 6.06], [1.06, 7.36, 6.64], [1.25, 3.71, 6.09], [0.54, 1.50, 7.11], [-2.19, 3.32, 9.58], [-1.53, 5.64, 8.75]],
  "homo_ev": -9.96,
  "homo_lumo_gap_ev": 5.77,
  "total_charge": 1
}

***

(5)
{
  "formula": "C43H46N4O3",
  "method": "ωB97M-V with the def2-TZVPD basis set",
  "symbols": ["C", "N", "C", "O", "C", "C", "C", "C", "N", "C", "C", "C", "C", "C", "C", "N", "C", "C", "C", "C", "C", "C", "C", "C", "C", "C", "C", "C", "H", "H", "H", "H", "H", "H", "H", "H", "H", "H", "H", "H", "H", "H", "H", "H", "H", "H", "H", "H", "H", "H", "H", "H", "H", "H", "C", "C", "C", "C", "O", "C", "C", "N", "C", "C", "C", "C", "C", "C", "C", "C", "C", "C", "C", "C", "C", "O", "H", "H", "H", "H", "H", "H", "H", "H", "H", "H", "H", "H", "H", "H", "H", "H", "H", "H", "H", "H"],
  "xyz": [[2.26, 5.99, 1.88], [2.00, 4.61, 1.54], [3.02, 3.74, 1.25], [4.21, 4.03, 1.19], [2.39, 2.38, 1.01], [2.99, 1.23, 1.85], [4.41, 0.96, 1.50], [4.93, 0.51, 0.29], [6.31, 0.57, 0.36], [6.70, 1.01, 1.62], [7.95, 1.33, 2.12], [8.03, 1.83, 3.43], [6.86, 2.08, 4.17], [5.60, 1.79, 3.65], [5.52, 1.24, 2.37], [0.97, 2.63, 1.27], [0.09, 1.62, 1.15], [-1.28, 1.73, 1.36], [-2.26, 0.79, 1.06], [-3.62, 0.95, 1.54], [-4.52, -0.14, 1.54], [-5.81, 0.00, 2.03], [-6.25, 1.24, 2.52], [-5.37, 2.33, 2.56], [-4.07, 2.19, 2.08], [0.69, 4.01, 1.72], [0.27, 4.10, 3.20], [-0.35, 4.77, 0.89], [3.32, 6.20, 1.72], [1.66, 6.65, 1.24], [1.99, 6.19, 2.92], [2.51, 2.11, -0.06], [2.94, 1.51, 2.91], [2.37, 0.32, 1.72], [4.40, 0.19, -0.59], [6.94, 0.32, -0.40], [8.83, 1.17, 1.50], [8.99, 2.06, 3.87], [6.94, 2.50, 5.17], [4.67, 1.98, 4.19], [0.53, 0.68, 0.85], [-1.55, 2.68, 1.81], [-2.03, -0.15, 0.56], [-4.16, -1.10, 1.16], [-6.48, -0.86, 2.06], [-7.27, 1.35, 2.91], [-5.67, 3.28, 2.99], [-3.40, 3.05, 2.12], [1.05, 3.68, 3.85], [0.13, 5.16, 3.46], [-0.67, 3.57, 3.38], [-0.03, 4.83, -0.16], [-1.33, 4.30, 0.93], [-0.44, 5.79, 1.30], [-0.63, -4.36, 1.76], [-1.95, -3.77, 1.34], [-2.55, -4.63, 0.25], [-2.93, -3.64, 2.50], [-1.77, -2.38, 0.89], [-0.83, -2.04, -0.08], [-1.44, -1.98, -1.41], [-0.73, -1.98, -2.50], [-1.03, -2.23, -3.77], [0.03, -2.35, -4.78], [-0.27, -2.20, -6.16], [0.72, -2.34, -7.14], [2.04, -2.58, -6.77], [2.36, -2.68, -5.42], [1.37, -2.58, -4.43], [-2.44, -2.44, -4.18], [-2.86, -3.39, -5.15], [-4.22, -3.63, -5.37], [-5.18, -3.01, -4.57], [-4.79, -2.06, -3.63], [-3.44, -1.71, -3.52], [0.27, -1.64, 0.22], [-0.12, -3.73, 2.49], [-0.81, -5.34, 2.22], [0.02, -4.51, 0.89], [-3.52, -4.24, -0.07], [-1.89, -4.69, -0.62], [-2.69, -5.64, 0.65], [-3.90, -3.26, 2.14], [-3.11, -4.62, 2.97], [-2.55, -2.96, 3.26], [-2.55, -2.05, -1.40], [-1.29, -1.96, -6.47], [0.45, -2.24, -8.18], [2.81, -2.68, -7.54], [3.39, -2.83, -5.12], [1.62, -2.69, -3.37], [-2.11, -3.93, -5.75], [-4.53, -4.31, -6.17], [-6.24, -3.24, -4.70], [-5.50, -1.57, -2.97], [-3.14, -0.87, -2.90]],
  "e_above_lowest_kj_mol": 0.0,
  "homo_ev": -5.25,
  "homo_lumo_gap_ev": 3.05
}